This record from the Open Molecules 2025 dataset describes 10 unconnected molecules or ions with the total composition C81H178N10O13 at a distorted geometry. The level of theory is ωB97M-V/def2-TZVPD.

The geometry in XYZ format:
```
282
Properties=species:S:1:pos:R:3:lowdin_charge:R:1
O -4.719 -4.756 -0.413 -0.227
O -6.481 3.149 -2.850 -0.219
O -6.376 0.699 5.237 -0.036
O 6.143 -4.889 -3.286 -0.013
O 3.031 7.665 2.357 0.003
O 4.753 2.552 -3.913 -0.214
O -7.235 -5.968 5.562 -0.185
O 0.807 8.348 -3.756 0.014
O -6.079 -2.521 -3.206 -0.155
O -1.889 0.990 0.310 -0.022
O 3.007 -2.356 7.894 -0.028
O 4.595 6.525 -7.062 -0.182
O 0.576 -4.861 -7.438 0.002
N 0.351 7.379 -2.869 -0.148
N 6.334 -3.904 -2.348 -0.144
N 6.417 4.869 -5.296 -0.045
N -6.574 0.325 -1.940 -0.055
N -5.751 -0.251 4.336 -0.099
N -7.220 -6.440 1.866 -0.026
N -0.085 -5.040 -6.184 -0.132
N 3.113 6.810 3.435 -0.132
N 1.814 -2.709 7.068 -0.068
N -0.834 0.513 -0.548 -0.089
C -5.471 -4.834 0.839 -0.208
C -2.192 -4.072 -7.027 -0.034
C -6.531 -3.841 -3.567 -0.113
C 0.692 -3.274 7.951 -0.476
C -5.540 -1.615 5.041 -0.393
C -4.539 -1.479 6.206 -0.028
C -1.179 -4.131 -5.848 -0.510
C -5.393 2.468 -2.164 -0.186
C -1.149 -4.998 -3.413 -0.152
C 1.414 -0.489 -0.767 -0.133
C 3.407 5.402 3.008 -0.471
C -1.781 1.444 -2.473 -0.037
C -4.200 -0.824 2.538 -0.106
C 7.787 -3.588 -2.116 -0.417
C 8.387 -2.695 -3.247 -0.042
C 5.038 5.404 -4.934 -0.186
C 5.908 2.428 -4.687 -0.209
C -5.007 -2.583 3.956 -0.192
C -1.102 7.351 -2.720 -0.471
C 6.590 -2.015 -0.334 -0.235
C 2.767 8.686 5.102 -0.030
C -2.311 -1.040 -1.791 -0.014
C -3.783 -3.749 -0.606 -0.120
C 4.032 -3.598 -1.713 -0.029
C 0.725 -3.462 5.023 -0.145
C 7.870 -2.687 -0.757 -0.118
C -0.198 -4.510 5.711 -0.132
C -1.651 8.716 -2.353 -0.061
C 1.360 -7.119 -5.812 -0.002
C 5.137 7.631 -7.715 -0.144
C -6.754 -5.955 3.197 -0.228
C -6.424 4.555 -2.867 -0.115
C 0.244 -0.218 0.198 -0.431
C 6.784 3.707 -4.442 -0.186
C 5.238 -2.900 -2.345 -0.449
C -6.335 -0.932 -1.203 -0.188
C 3.138 -4.315 5.618 -0.024
C -6.732 -2.248 -1.987 -0.233
C -1.798 6.938 -4.029 -0.030
C -3.515 0.949 4.254 -0.025
C 1.191 6.165 -2.726 -0.419
C -6.139 -6.208 0.795 -0.167
C 4.746 5.243 2.349 -0.050
C 3.720 6.507 5.831 -0.115
C -4.672 0.304 3.508 -0.480
C -6.022 1.484 -1.147 -0.157
C 0.187 -2.115 8.733 -0.062
C -7.037 -2.034 5.539 -0.007
C -8.113 -6.437 6.625 -0.080
C 2.595 6.744 -2.449 -0.041
C 3.696 7.520 4.608 -0.474
C 0.980 -1.034 -2.134 -0.180
C 2.676 -1.902 4.857 -0.018
C -0.131 -0.188 -2.870 -0.096
C 1.234 -4.356 8.971 -0.045
C 0.948 0.635 1.334 -0.034
C 4.722 6.722 -5.632 -0.217
C -7.759 -6.209 4.258 -0.259
C -0.527 -3.903 7.159 -0.116
C 5.725 -1.640 -1.458 -0.113
C -0.675 -2.646 -5.664 -0.038
C 4.196 5.100 5.490 -0.186
C -1.537 6.483 -1.456 -0.106
C 4.754 -2.548 -3.779 -0.028
C 0.811 5.457 -1.340 -0.114
C 1.850 -4.845 -4.788 -0.062
C -0.226 -6.112 -3.910 -0.121
C 1.199 5.330 -4.029 -0.006
C 5.061 8.093 4.394 -0.054
C 3.413 4.521 4.318 -0.153
C -5.365 1.402 2.541 -0.017
C 0.703 -5.790 -5.130 -0.406
C 2.297 4.804 2.074 -0.015
C 4.560 1.572 -2.909 -0.093
C -1.995 -4.407 -4.604 -0.128
C 8.572 -4.920 -2.016 -0.035
C -1.288 0.086 -1.882 -0.467
C -0.700 5.225 -1.303 -0.200
C 2.088 -3.119 5.673 -0.464
C -0.256 -1.517 0.961 -0.015
C -3.813 -2.180 3.199 -0.179
H 4.077 4.409 6.325 0.111
H -1.807 -5.493 -2.699 0.100
H -3.145 -3.615 -6.760 0.086
H 1.865 -1.197 -2.748 0.080
H 0.447 -6.457 -3.126 0.125
H -0.189 -1.474 7.936 0.087
H 5.641 5.601 2.858 0.069
H -0.840 4.838 -0.294 0.104
H -1.572 7.001 -0.497 0.114
H 4.453 8.478 -7.653 0.087
H 3.795 -4.516 -2.251 0.075
H -0.886 -2.015 0.224 0.057
H -7.802 -2.222 -2.193 0.120
H -1.361 -1.807 -5.548 0.075
H 6.278 -1.002 -2.147 0.106
H -6.623 -3.020 -1.225 0.091
H 0.703 -2.089 -2.149 0.087
H -1.831 5.849 -4.051 0.071
H -6.396 -4.608 -2.804 0.076
H -2.694 -5.167 -4.956 0.111
H 4.331 -3.463 -4.192 0.055
H 3.610 -2.238 4.408 0.065
H 1.183 6.145 -0.581 0.107
H 5.687 7.358 3.888 0.073
H -2.604 -3.521 -4.424 0.113
H 0.576 4.437 -4.075 0.070
H 0.984 -4.046 4.140 0.107
H -4.819 2.006 -2.968 0.109
H 3.180 6.006 -1.900 0.078
H -5.523 2.302 3.135 0.071
H -3.982 1.649 4.947 0.088
H 0.319 -5.422 6.009 0.102
H 9.470 -2.678 -3.128 0.081
H -8.255 -7.517 6.589 0.080
H 0.417 -4.904 9.441 0.068
H -8.185 -7.197 4.081 0.118
H 0.550 7.931 -4.582 0.075
H -1.875 -3.514 -7.908 0.078
H -2.528 6.047 -1.582 0.112
H 0.715 5.789 -4.891 0.067
H 4.306 -3.776 -0.674 0.085
H -3.708 -3.808 -1.692 0.093
H 1.384 5.312 2.383 0.089
H -8.627 -5.599 4.009 0.125
H 4.451 6.978 6.489 0.104
H 3.603 1.699 -2.403 0.072
H 3.987 7.685 2.276 0.072
H 2.105 4.964 -4.514 0.065
H -6.385 -4.931 3.271 0.085
H 5.594 -2.287 -4.422 0.082
H 0.147 -2.578 4.754 0.113
H -1.032 2.234 -2.429 0.068
H -1.971 -2.065 -1.941 0.066
H -5.011 -1.098 1.863 0.112
H 6.221 -4.368 -4.089 0.075
H -5.882 -6.561 3.443 0.124
H 6.048 7.991 -7.236 0.080
H 1.728 -5.190 8.473 0.068
H 2.392 9.285 4.273 0.073
H 2.321 -4.230 -5.555 0.086
H -2.863 0.201 4.706 0.071
H 8.366 -5.513 -1.125 0.087
H -6.085 4.943 -1.907 0.086
H -5.183 -6.731 0.837 0.108
H 1.537 1.479 0.975 0.061
H -5.814 -2.942 3.317 0.094
H 3.880 -1.897 -3.781 0.071
H -6.728 1.706 -0.347 0.114
H 1.107 -7.371 -6.842 0.066
H -6.310 1.062 2.117 0.071
H 0.980 -1.608 9.282 0.087
H -4.271 -2.844 -0.244 0.065
H -7.271 0.763 4.896 0.094
H -3.083 -0.841 -2.534 0.090
H 2.522 5.050 1.036 0.058
H -2.819 1.383 3.536 0.080
H 0.888 -7.969 -5.320 0.059
H 4.797 4.166 2.191 0.095
H -0.601 -4.252 -2.838 0.089
H -2.637 1.727 -1.859 0.055
H 6.130 -2.771 0.303 0.111
H 2.000 -1.649 4.039 0.054
H -4.700 -2.123 7.071 0.080
H -7.444 4.788 -3.173 0.089
H 1.974 -1.326 -0.351 0.112
H -7.432 -7.424 1.946 0.094
H 3.839 3.529 4.166 0.114
H 2.114 3.734 2.176 0.069
H 0.391 -2.254 1.438 0.076
H -9.108 -6.013 6.491 0.082
H 1.663 -0.012 1.842 0.074
H -6.963 -3.021 5.996 0.062
H 3.479 -3.162 8.116 0.068
H 4.805 5.858 1.452 0.083
H -6.216 -4.040 0.906 0.117
H -4.463 -0.457 6.575 0.080
H -5.110 1.140 -0.660 0.080
H 3.645 6.876 -5.566 0.107
H -2.897 -3.992 -0.020 0.095
H -1.002 -4.688 7.748 0.103
H -1.291 -3.135 7.040 0.090
H 8.564 -5.435 -2.977 0.079
H 5.266 1.623 -2.080 0.091
H 5.484 2.324 -5.685 0.124
H -1.177 -4.602 5.240 0.103
H -2.173 -5.131 -7.283 0.084
H 8.062 -3.082 -4.213 0.071
H 4.341 4.766 -5.478 0.102
H 5.491 7.437 -8.727 0.086
H 5.207 4.899 5.134 0.107
H 3.148 -2.967 -1.808 0.059
H -4.651 3.179 -1.801 0.101
H -0.928 -1.272 1.783 0.060
H -5.116 -3.501 4.533 0.114
H -6.509 -6.501 -0.187 0.111
H -3.454 -2.858 2.424 0.096
H 3.345 9.511 5.519 0.078
H -2.881 -1.074 -0.862 0.061
H -1.169 9.530 -2.894 0.079
H 2.858 6.652 6.482 0.108
H 4.887 -1.295 -0.852 0.116
H 2.671 7.699 -1.930 0.095
H -0.863 -6.893 -4.327 0.115
H 8.389 -3.276 -0.001 0.104
H 6.593 4.092 -3.440 0.107
H -4.665 1.638 1.739 0.061
H 3.117 6.888 -3.395 0.044
H -5.840 -4.272 -4.292 0.078
H 5.207 7.584 -5.175 0.128
H -6.386 0.274 -2.931 0.102
H -2.695 9.019 -2.428 0.086
H 7.862 3.548 -4.423 0.102
H 5.008 9.060 3.895 0.090
H -4.797 -4.774 1.693 0.107
H 6.543 1.565 -4.484 0.111
H -1.410 8.893 -1.305 0.076
H 1.270 4.490 -1.137 0.111
H 2.428 4.355 4.754 0.117
H 4.109 -4.053 6.039 0.076
H 1.773 -4.036 9.863 0.077
H -0.488 -0.812 -3.689 0.086
H 5.655 8.340 5.274 0.091
H 2.692 -5.375 -4.344 0.069
H 4.809 5.389 -3.868 0.106
H 8.125 -1.640 -3.321 0.068
H 9.637 -4.703 -1.934 0.075
H -7.401 -1.319 6.277 0.068
H -7.042 -0.862 -0.376 0.117
H -0.101 -2.406 -6.559 0.080
H 3.093 -4.770 4.629 0.081
H 4.423 0.624 -3.430 0.078
H -7.774 -2.123 4.741 0.075
H -2.121 1.375 -3.506 0.091
H 2.791 -5.080 6.312 0.058
H -2.996 -2.150 3.920 0.096
H 1.936 0.450 -0.953 0.106
H -3.513 -1.737 5.946 0.055
H 1.886 8.413 5.683 0.079
H -5.771 4.839 -3.693 0.079
H -5.304 -1.091 -0.886 0.074
H -2.839 7.258 -4.064 0.080
H -1.701 1.930 0.250 0.093
H -0.087 -2.516 -4.755 0.047
H -1.351 7.155 -4.999 0.074
H -7.700 -6.170 7.597 0.085
H 2.419 -7.296 -5.631 0.072
H 6.826 -1.243 0.398 0.119
H -7.524 -4.030 -3.974 0.089
H -0.985 4.420 -1.981 0.087
H -0.613 -2.487 9.374 0.093
H 8.609 -1.890 -0.841 0.103
H 1.577 -4.046 -4.099 0.062
H 6.214 4.385 -6.159 0.081
H 0.463 0.676 -3.167 0.117
H 0.206 1.016 2.036 0.072
H -3.245 -0.568 2.080 0.095
H 0.063 -5.554 -7.859 0.090
H 3.067 -1.024 5.370 0.080
```

- SMILES: CC1(C)CCCC(C)(C)N1O.CC1(C)CCCC(C)(C)N1O.CC1(C)CCCC(C)(C)N1O.CC1(C)CCCC(C)(C)N1O.CC1(C)CCCC(C)(C)N1O.CC1(C)CCCC(C)(C)N1O.CC1(C)CCCC(C)(C)N1O.COCCNCCOC.COCCNCCOC.COCCNCCOC
- E: -128377.34573 eV
- HOMO: -8.06 eV
- Molar mass: 1500.4 g mol⁻¹
- Energy above the lowest of the compared OMol25 structures with the same formula, charge and spin: 224.3 kcal per mole
- LUMO level: 0.26 eV
- 2S+1: 1
- Gap between HOMO and LUMO: 8.32 eV